# 1
ORCA calculation (ωB97M-V/def2-TZVPD) on a molecular structure, C15H4F5I4NRhSe.

The geometry in XYZ format:
```
31
Properties=species:S:1:pos:R:3:mulliken_charge:R:1
N -6.80367 3.47964 -4.01143 -0.3861
C -4.68791 2.72671 -2.71573 0.6839
C 4.60067 -2.32924 2.40047 0.4281
H -1.97761 4.02244 -1.15831 0.4759
F 5.88354 -4.27545 2.69449 -0.2434
I 2.61135 1.21286 -1.18085 -0.0617
I -0.50089 -1.12621 2.82225 0.1010
I 0.11816 -0.22941 5.23404 0.0483
C -0.28696 1.16799 0.00266 -0.1374
C -2.67909 3.29461 -1.54277 -0.4885
F 4.28652 -5.60723 0.98891 -0.2426
C -3.79846 3.69225 -2.23428 -0.6089
C 2.70637 -2.40090 0.91565 0.5728
F 1.65632 -1.82656 0.30121 -0.2382
C 4.86420 -3.65204 2.13085 0.1807
Rh 1.25975 0.59194 0.92670 -0.1228
C -2.43635 1.91916 -1.33208 0.6634
H -5.16789 0.63842 -2.90138 0.4709
C -3.34141 0.95709 -1.83147 -0.4841
C -1.29864 1.52119 -0.62934 0.2526
C 4.04179 -4.34277 1.24928 0.6589
C 3.51232 -1.66213 1.80031 0.0245
Se 3.25341 0.12472 2.14711 0.2668
I 1.10872 2.75766 2.28096 -0.0957
F 2.19320 -4.40266 -0.20016 -0.2627
F 5.39397 -1.68928 3.23874 -0.2679
C -5.86576 3.14700 -3.43729 -0.1527
C 2.95851 -3.71755 0.63494 -0.3500
H -3.14310 -0.09328 -1.67049 0.4637
C -4.46230 1.36072 -2.51531 -0.6207
H -3.99876 4.74031 -2.40768 0.4719
```

Summary:
Lowest unoccupied orbital energy (spin up / spin down): -0.2862 / -0.2860 hartree
Frontier orbital gap (spin up / spin down): 3.6 / 3.6 eV
Highest occupied orbital energy (spin up / spin down): -11.4 / -11.4 eV
ΔE to the lowest compared entry with this formula, charge and spin: 65.8 kJ/mol
Total charge: +1
Max |F|: 0.98 eV Å⁻¹
Total energy: -131443.2446 eV

***

# 2
ORCA calculation (ωB97M-V/def2-TZVPD) on a gas-phase ion, C6H14N3O3S2 (charge +1) in a non-equilibrium geometry.

The geometry in XYZ format:
```
28
Properties=species:S:1:pos:R:3:mulliken_charge:R:1
H -2.55439 -0.34848 -1.73181 0.3367
C -0.15527 -0.52494 -0.27745 0.4171
H -1.39144 0.90259 -2.26381 0.3926
C -0.04680 -1.76987 -1.16418 -0.9825
O -1.33346 -0.45118 2.16694 -0.5638
H 0.83841 -2.33098 -0.84371 0.3729
H 0.80798 0.52243 2.44505 0.3127
N -1.19830 -2.65938 -1.14620 -0.1857
H 2.55186 2.17709 1.97968 0.3780
H 0.12321 -1.44748 -2.19719 0.3665
O -3.31592 0.62654 1.13351 -0.5406
S -1.94347 -3.19622 0.21561 0.1636
S -2.23741 -0.27234 1.09243 1.2612
H 3.14708 0.58224 1.53802 0.3669
O -2.75931 -1.63782 0.54911 -0.3498
H 3.66468 2.37059 -0.17942 0.3782
N 0.81481 -0.31975 0.56468 0.0031
H -2.73439 1.32268 -1.17951 0.3656
H -1.70960 -2.72848 -2.01538 0.3276
H 2.72481 1.04979 -0.86101 0.2709
N -1.18553 0.36488 -0.26009 0.0020
H 1.93914 2.57692 -0.44446 0.3061
C 2.70422 1.86658 -0.14330 -1.0665
H 0.27017 1.58943 1.13522 0.4356
C -2.01165 0.55161 -1.43961 -0.8465
H 1.55784 -1.00955 0.64299 0.3353
C 2.43080 1.36047 1.26873 -0.6507
C 1.00193 0.83263 1.41516 -0.6064
```

Summary:
Lowest unoccupied orbital energy: -0.1699 hartree
Frontier orbital gap: 9.2 eV
Highest occupied orbital energy: -13.8 eV
ΔE to the lowest compared entry with this formula, charge and spin: 0.0 kJ/mol
SMILES: CCCNC1=[N+](C)S(=O)(=O)OSNC1
Total charge: +1
Max |F|: 2.37 eV Å⁻¹
Total energy: -38724.0484 eV

***

# 3
ORCA calculation (ωB97M-V/def2-TZVPD) on a molecular structure, C16H12Cl3IN2O4Re.

The geometry in XYZ format:
```
39
Properties=species:S:1:pos:R:3:lowdin_spin:R:1
C -0.07674 -1.76109 0.32654 0.0033
Re 1.19882 1.36740 0.13350 0.8335
H 3.62882 -1.82892 2.28798 0.0000
H -0.52339 -4.78285 1.75803 0.0003
C -1.03236 0.95328 -2.00325 0.0052
O 2.12405 4.72841 0.66719 0.0016
H 2.58341 -0.98876 3.43318 0.0003
O -2.84960 -2.40158 -0.31306 0.0010
Cl 4.04690 2.89000 2.83462 0.0027
H 2.90138 -2.72432 3.63416 0.0000
H -3.59758 -2.56765 0.26969 0.0000
C -0.67581 -3.01978 0.55273 0.0087
C -0.55926 -0.91091 -0.70852 0.0112
O 1.38630 2.67670 1.30103 0.0277
C 2.05832 3.96221 1.53852 0.0026
Cl 1.45502 3.33111 4.09246 0.0000
C -2.97971 1.08680 -3.40203 -0.0001
H -2.33633 -4.33359 0.29230 0.0000
H -2.90474 2.49199 -5.02375 0.0000
C -0.10279 -3.80956 1.53139 0.0074
O 1.64352 -0.23437 0.90671 0.0861
H -0.65931 3.32889 -4.43165 0.0000
N -0.27698 0.35977 -0.91863 0.0088
C -2.32199 0.52940 -2.31749 -0.0004
H -2.83316 -0.20363 -1.70622 0.0001
C 1.55188 -2.28994 2.07643 0.0024
H -1.20798 -1.37621 -1.43709 0.0007
C -1.11893 2.54114 -3.85020 0.0005
C -0.47534 1.97604 -2.76414 0.0003
C -1.90499 -3.46338 -0.20127 0.0011
H -1.63408 -3.77711 -1.21386 0.0004
Cl 3.11240 5.59322 3.36643 -0.0005
C 1.02913 -1.41931 1.10738 0.0007
C 2.63915 3.96572 2.95991 -0.0010
N 0.96525 -3.46176 2.24962 -0.0005
C 2.73686 -1.93337 2.90867 0.0006
I 1.37216 2.68275 -2.12333 -0.0039
C -2.38205 2.07161 -4.17596 -0.0007
H -3.98024 0.75167 -3.63803 0.0000
```

Summary:
Lowest unoccupied orbital energy (spin up / spin down): -0.3424 / -0.3290 hartree
Frontier orbital gap (spin up / spin down): 6.0 / 6.4 eV
Expectation value of S²: 0.771
Highest occupied orbital energy (spin up / spin down): -15.3 / -15.4 eV
ΔE to the lowest compared entry with this formula, charge and spin: 0.0 kJ/mol
Total charge: +2
Max |F|: 0.68 eV Å⁻¹
Total energy: -75736.4772 eV
2S+1: 2

***

# 4
ORCA calculation (ωB97M-V/def2-TZVPD) on a molecular structure, C21H21Cl2FeN4O3S in a non-equilibrium geometry.

The geometry in XYZ format:
```
53
Properties=species:S:1:pos:R:3:lowdin_spin:R:1
C -2.08807 0.03992 4.90330 -0.0158
C 0.30354 -0.22943 -4.03786 0.0004
C 2.92909 0.31537 3.73564 0.0056
N -0.02527 2.13346 1.22458 0.0361
Fe -0.56071 0.40225 0.88958 3.7807
C 0.42554 0.03122 3.68905 -0.0262
C -0.72785 0.26710 2.95096 -0.2740
C 4.07068 0.45063 1.64201 0.0059
H 2.93053 0.35510 4.81472 0.0005
C 4.10773 0.46755 3.02631 -0.0022
H -2.23320 -0.53667 -4.66424 0.0001
Cl -2.04109 -1.03796 0.75698 0.1497
H -2.96905 -2.36849 -3.14252 0.0000
C -1.59530 2.03636 -5.25267 0.0002
H 1.16092 -0.52098 5.62724 -0.0030
H -1.62429 3.09509 -5.51165 0.0000
C -0.96084 -0.28694 5.64221 0.0131
C 1.73721 0.14690 3.03886 0.0013
N 1.71520 0.14592 1.70217 0.0658
O 2.11066 -1.55506 -1.27772 0.0042
C -1.06257 1.88643 -3.83062 0.0008
H -3.06198 0.06640 5.37223 -0.0023
H -2.60750 1.64258 -5.34230 0.0000
N 1.20351 -0.88284 -3.23129 0.0032
C 0.28512 -0.27502 5.04325 -0.0162
H 4.96856 0.56395 1.05266 0.0006
H -0.95635 1.52274 -5.96603 0.0000
H 2.75442 0.27485 -0.05598 0.0003
N 0.32630 -0.13677 -1.18493 0.0579
O 0.43891 -0.23972 -5.24127 0.0006
Cl 0.85843 -2.63898 1.33085 0.1987
H -1.88572 -1.78221 -1.88556 0.0013
C 2.84253 0.29586 1.02073 0.0039
H -2.85361 0.55847 2.97517 -0.0027
H -1.30028 -3.63133 1.51317 0.0427
C -2.11646 -0.43742 -3.58511 0.0002
H -1.22628 -2.41551 -3.40097 0.0000
H 0.11041 -4.88076 1.64976 0.0416
H -0.09768 2.39716 -3.75663 0.0000
C -0.65040 0.50770 -1.82318 0.0083
H -1.74152 2.37354 -3.13127 0.0003
H 5.04314 0.60251 3.55263 -0.0002
C -0.86243 0.43508 -3.32469 0.0021
C -2.03773 -1.83159 -2.96368 0.0013
H -2.98149 0.09389 -3.18382 0.0001
H 1.94502 -1.38737 -3.69564 0.0004
C -1.96897 0.31495 3.54842 -0.0212
H -1.05134 -0.53879 6.69022 0.0004
C 0.42599 3.19067 1.51173 0.0440
S 1.02784 4.60059 1.89457 0.1025
O -1.42479 1.17221 -1.11421 0.0637
C 1.24930 -0.90383 -1.83244 0.0074
C -0.25778 -3.86878 1.63727 0.7176
```

Summary:
Lowest unoccupied orbital energy (spin up / spin down): -0.0887 / -0.0751 hartree
Frontier orbital gap (spin up / spin down): 5.7 / 6.9 eV
Expectation value of S²: 9.062
Highest occupied orbital energy (spin up / spin down): -8.1 / -8.9 eV
ΔE to the lowest compared entry with this formula, charge and spin: 224.0 kJ/mol
Max |F|: 2.78 eV Å⁻¹
Total energy: -104487.8567 eV
2S+1: 6

***

# 5
ORCA calculation (ωB97M-V/def2-TZVPD) on a gas-phase ion, C29H26NO (charge +1) in a non-equilibrium geometry.

The geometry in XYZ format:
```
57
Properties=species:S:1:pos:R:3:mulliken_charge:R:1
H -6.16486 0.48931 0.99646 0.4054
C 4.62689 -2.12231 1.75772 -0.5410
H -2.67150 -1.07683 5.78023 0.4808
C 1.08402 -0.08889 2.74212 -0.2986
H 4.48808 -3.21163 1.79888 0.3650
H 2.08726 3.17046 2.95998 0.4729
C -4.11121 -0.65199 7.35394 -0.7957
C -3.06204 1.03455 5.99908 0.1522
H 3.30529 -1.76032 3.46024 0.5198
H -3.13020 4.07066 7.09458 0.2873
H -2.53241 2.66526 3.48261 0.6934
H -2.41030 -0.95878 3.89821 1.1292
C -4.67510 0.32553 8.20603 -0.5954
C -3.60103 1.99896 6.88096 -0.2651
H 1.45716 -1.10788 2.85802 0.1458
C -4.35902 1.67902 7.97320 -0.6633
H -6.89036 -2.03313 1.10602 0.3884
C 1.91004 1.01876 2.89380 1.1200
C -2.06857 1.69225 5.08890 1.1186
H -7.52754 -1.54683 2.67587 0.2868
H -4.41051 -2.43781 3.60948 0.2978
C 1.41208 2.32849 2.81933 -0.4623
H 5.99454 -2.17035 0.09422 0.3694
C -5.33696 0.20594 1.64897 -0.7581
C -1.99882 3.03985 5.67612 -0.0174
H -4.35050 -1.70866 7.52369 0.4011
H -0.53258 4.51625 6.22723 0.4965
C -5.41271 -1.05463 2.26306 0.8635
C -3.27826 0.67988 2.82976 -0.1306
C -6.63518 -1.92075 2.15624 -1.4233
H -0.31947 3.82666 4.64621 0.1687
C 5.62683 -0.14037 0.79434 -0.4137
H -0.93661 -0.73812 2.27704 0.5552
C 4.03998 0.05737 2.59402 0.1475
C -4.36397 -1.48333 3.08419 -1.4941
H -0.33478 3.54448 2.44907 0.7070
C 5.46502 -1.53013 0.80472 -0.4730
H -5.37198 0.00865 9.00462 0.3881
C -4.28265 1.08271 1.92617 -0.4906
H -6.40728 -2.90368 2.56747 0.3468
H -1.03315 1.17456 5.05812 0.4420
N -2.94493 3.22379 6.59283 0.1292
O 3.21115 0.89928 3.32532 -0.4512
C 0.04573 2.53164 2.65558 -0.8637
H 6.30079 0.31098 0.06146 0.3579
C -1.08547 4.12953 5.36266 -1.3788
H -4.79315 2.45625 8.62913 0.3505
H -1.65752 4.97733 4.97038 0.3936
C -3.26447 -0.64738 3.29382 -0.5118
C -0.86363 1.43367 2.77354 -0.7362
H 5.07740 1.73326 1.71179 0.4087
C 4.93381 0.65507 1.70514 -0.3177
C -0.29521 0.12696 2.53872 -0.6905
C -3.24972 -0.30929 6.30773 -0.0930
C -2.23212 1.62271 3.44123 0.2143
H -4.29127 2.07865 1.47964 0.4588
C 3.93904 -1.32650 2.68444 -0.1974
```

Summary:
Lowest unoccupied orbital energy: -0.1563 hartree
Frontier orbital gap: 6.7 eV
Highest occupied orbital energy: -10.9 eV
ΔE to the lowest compared entry with this formula, charge and spin: 66.7 kJ/mol
SMILES: CC1=[NH+]c2ccccc2[C@H]1[C@H](c1ccc(C)cc1)c1ccc(Oc2ccccc2)cc1
Total charge: +1
Max |F|: 3.26 eV Å⁻¹
Total energy: -34024.3257 eV

***

The highest ΔE to the lowest compared entry with this formula, charge and spin belongs to which entry?
C21H21Cl2FeN4O3S

***

Which formula does entry 5 have?
C29H26NO